Formula: C2H10O2S2
Source: OMol25
Level of theory: the ωB97M-V functional and the def2-TZVPD basis

Each line ends with the Mulliken charge.
Geometry (Å):
S 1.86395 0.51500 0.88232  0.29
H 0.31987 -2.86485 0.95657  0.35
H -1.73639 1.02326 0.20071  0.26
H 1.22230 -1.98248 2.15707  0.40
O -2.25856 0.65809 -0.50165  -0.56
H 0.17029 1.35127 -2.23462  0.26
C 0.56656 -0.77445 0.48880  -0.10
H -1.22580 0.74286 -2.75910  0.34
S 1.08844 2.15102 1.59183  0.05
H -3.05378 1.19097 -0.53383  0.31
H 0.28561 2.76958 0.72538  0.25
H 0.42293 -0.81194 -0.58951  0.37
H 1.98769 -2.43433 0.63903  0.38
H -0.38934 -0.46915 0.89823  0.31
O -0.32215 1.00663 -3.00214  -0.60
C 1.05839 -2.07148 1.08091  -1.32

Output
- Relative energy (zero: lowest compared OMol25 entry of this formula, charge and spin): 27.6 kcal/mol
- Kohn-Sham gap (spin up / spin down): 9.76 / 5.68 eV
- Total charge: +1
- HOMO level (spin up / spin down): -14.423 / -14.422 eV
- Spin multiplicity: 2


Formula: C2H11BeN6
Source: OMol25
Level of theory: the ωB97M-V functional and the def2-TZVPD basis

Each line ends with the Mulliken charge.
Geometry (Å):
H -1.08067 1.62746 0.03874  0.61
N 1.42527 -0.02994 1.61092  0.99
N 0.91866 0.14212 -0.44362  0.72
H 2.04851 -0.28948 3.47666  0.26
H 1.06035 2.13991 -1.95944  -0.14
H -1.73255 2.36242 -1.33052  0.08
Be 0.26269 1.17391 -1.51256  -1.70
H 2.44439 -1.16618 -1.12271  0.37
N 1.65112 0.43852 2.89830  -0.73
C 1.95814 -0.69723 -0.28123  -0.12
N 0.62120 0.62326 0.82025  -0.66
C -1.88748 -1.68265 -0.87968  -0.96
H 0.78261 0.80718 3.26578  0.23
H -1.54914 -1.24571 -1.80573  0.00
H -1.04699 -1.98515 -0.25404  0.13
H -2.46529 -2.60893 -1.14112  0.51
N 2.34048 -0.81798 0.98814  -0.93
N -1.27718 1.52317 -0.97366  -0.02
H -2.56713 -1.03334 -0.31182  0.18
H -1.90700 0.71865 -1.08267  0.18

Output
- Relative energy (zero: lowest compared OMol25 entry of this formula, charge and spin): 0.0 kcal/mol
- Kohn-Sham gap (spin up / spin down): 5.38 / 3.03 eV
- Total charge: -1
- HOMO level (spin up / spin down): -1.671 / 0.456 eV


Formula: C2H11N2O
Source: OMol25
Level of theory: the ωB97M-V functional and the def2-TZVPD basis

Each line ends with the Mulliken charge.
Geometry (Å):
N 1.25876 0.90120 -0.01239  -0.28
H -2.53015 -1.16055 -0.81867  0.35
H 0.98099 1.28457 2.05190  0.35
H -2.25850 0.71490 0.45492  0.30
H 0.97277 -0.47500 1.58409  0.26
H -1.32796 -1.41495 0.44693  0.30
H -0.56269 -0.45301 -2.24865  0.24
H 1.26952 0.06483 -0.62960  0.39
H -0.13339 -1.96045 -1.55311  0.21
N -0.52334 -1.04259 -1.42634  -0.51
H 2.48342 0.40359 1.60149  0.37
C -1.55304 -0.83792 -0.45273  -0.33
H 1.77628 1.76496 -0.16446  0.38
H 0.24788 1.15546 -0.14872  0.30
C 1.41300 0.50385 1.44003  -0.79
O -1.51355 0.55110 -0.12469  -0.55

Output
- Relative energy (zero: lowest compared OMol25 entry of this formula, charge and spin): 18.0 kcal/mol
- Kohn-Sham gap: 10.68 eV
- Total charge: +1
- HOMO level: -13.792 eV


Formula: C2H11N2O
Source: OMol25
Level of theory: the ωB97M-V functional and the def2-TZVPD basis

Each line ends with the Mulliken charge.
Geometry (Å):
C -1.56273 -1.17451 -1.32578  -0.70
H -1.05040 0.67305 -2.18120  0.34
C 1.18104 0.80741 1.00909  -0.49
H -1.17626 -1.74284 -0.43154  0.25
H 1.08587 1.77699 0.56697  0.31
N -0.96478 0.27382 -1.20627  -0.41
H 0.05196 0.03064 -0.67114  0.50
H 1.78974 -1.07515 0.44240  0.26
H -1.33545 0.86276 -0.48130  0.38
H -1.08448 -1.55688 -2.16916  0.37
H 0.17234 -0.30238 2.23925  0.35
H -2.73539 -1.24523 -1.40462  0.31
O -0.06112 0.52280 1.70053  -0.48
N 1.39414 -0.27660 -0.02986  -0.61
H 2.06932 -0.09221 -0.79727  0.27
H 1.98619 0.71087 1.83642  0.35

Output
- Relative energy (zero: lowest compared OMol25 entry of this formula, charge and spin): 35.0 kcal/mol
- Kohn-Sham gap: 12.05 eV
- Total charge: +1
- HOMO level: -15.159 eV


The lowest relative energy (zero: lowest compared OMol25 entry of this formula, charge and spin) belongs to which entry? C2H11BeN6